Record 1
DFT (the ωB97M-V functional and the def2-TZVPD basis) results for an isolated molecule of C10H12N2OS in a non-equilibrium geometry.

XYZ file:
```
26
Properties=species:S:1:pos:R:3:forces:R:3:mulliken_charge:R:1
C -2.8218 -0.0508 1.6255 -1.8 -0.5 1.3 -0.644
C -2.7833 -1.4280 1.8456 0.4 -1.3 -0.3 -0.551
C -1.8765 0.5417 0.8510 -0.1 0.6 0.4 -0.182
C -1.7541 -2.1489 1.2284 0.6 1.7 0.1 -0.736
C -0.8064 -0.1287 0.2929 0.0 -0.6 -0.7 0.490
C -0.7706 -1.5131 0.5274 1.8 0.7 -0.9 0.261
C 1.4325 2.2216 -1.4964 0.3 0.9 0.2 -0.717
C 2.2151 0.9320 -1.4143 2.5 -2.2 3.5 -0.956
C 0.1852 1.9551 -0.5724 2.0 -1.2 1.0 -0.658
C 1.2649 -0.2411 -1.0373 0.1 1.4 1.1 0.241
N 1.8507 -1.2317 -0.0104 -2.0 2.3 -0.5 -0.660
N 0.0890 0.4901 -0.5345 0.5 -0.5 -0.7 0.109
O 1.0680 -3.3343 1.2687 -0.3 0.4 -0.7 -0.571
S 0.7248 -2.5614 0.0501 0.0 0.0 0.9 0.405
H -3.5840 0.6974 2.0214 0.8 -1.7 -0.2 0.256
H -3.3781 -2.1165 2.4408 -0.7 1.0 0.2 0.348
H -2.0811 1.5775 0.8643 0.8 1.2 -0.9 0.354
H -1.4994 -3.1526 1.3479 -0.6 -1.8 0.7 0.450
H 1.8495 3.1820 -1.1196 0.6 -1.0 0.0 0.353
H 1.3370 2.4647 -2.6100 -1.1 -0.5 1.5 0.311
H 2.8513 0.5991 -2.2058 0.0 0.4 -1.2 0.496
H 2.9735 0.7462 -0.5383 -1.1 1.6 -1.0 0.259
H 0.1720 2.2885 0.5362 0.8 0.1 -1.8 0.432
H -0.5769 2.4657 -1.0484 -2.3 0.5 -0.8 0.336
H 1.1597 -0.8121 -1.9269 -1.3 -0.6 -1.0 0.262
H 2.7590 -1.4425 -0.3859 0.3 -1.0 0.0 0.313
```
Positions in Å, forces in eV/Å.

Summary:
Gap between HOMO and LUMO (Eh): 0.316
Highest occupied orbital energy (Eh): -0.2934
Charge: 0

=====

Record 2
DFT (the ωB97M-V functional and the def2-TZVPD basis) results for a structure of composition C15H15CdNO2 in a non-equilibrium geometry.

XYZ file:
```
34
Properties=species:S:1:pos:R:3:forces:R:3:mulliken_charge:R:1
C 0.6084 -0.2698 -2.4207 0.9 0.0 0.2 -0.447
C 1.4326 -1.2688 -1.8229 0.0 0.7 0.2 -0.630
C 2.3510 -0.6173 -0.9448 -0.4 0.4 -0.4 -0.675
C 2.1045 0.7898 -1.0177 -0.3 -0.7 -0.9 -0.419
C 1.0391 1.0015 -1.9480 0.7 -0.7 0.3 -0.559
Cd -1.1905 -0.0077 0.9440 -0.6 1.4 -2.0 0.431
C -0.4630 -2.6579 1.1691 -0.1 0.2 0.3 -0.907
C -1.3766 -2.1469 0.3118 -0.7 -2.7 -0.9 0.133
C -2.1369 -2.4818 -0.7398 0.3 0.8 0.2 -0.611
N -2.1099 0.7016 -0.8788 -0.2 -0.3 0.3 -0.691
H 3.1091 -1.1045 -0.3329 -0.1 0.1 0.0 0.340
H 1.3636 -2.3429 -1.9874 -0.1 0.1 0.0 0.444
H 2.6343 1.5577 -0.4604 -0.1 -0.1 0.0 0.362
H 0.6322 1.9686 -2.2344 -0.1 -0.2 0.2 0.333
H -0.1999 -0.4551 -3.1216 0.0 0.1 0.2 0.364
H 0.4464 -3.1360 0.7866 -0.2 0.6 0.1 0.224
H -2.6509 1.5955 -0.8737 0.2 -0.5 0.7 -0.059
H -0.6076 -2.6386 2.2589 0.1 0.1 -0.5 0.317
H -2.3960 -3.5345 -0.9324 0.2 0.4 0.4 0.245
H -2.5308 -1.7311 -1.4324 0.2 0.0 0.4 0.567
O -0.8332 0.8396 2.9959 0.9 0.9 0.1 -0.893
C -0.0128 1.7266 2.5396 0.4 -1.1 -1.7 0.865
O 0.5323 1.6495 1.3910 -0.9 0.5 2.6 -0.663
C 0.2059 2.9372 3.3989 0.0 0.6 0.3 0.033
C 0.7275 4.1220 2.8541 -0.1 0.0 0.2 -0.317
C 0.7494 5.2969 3.6117 0.1 -0.2 0.3 -0.415
C 0.3045 5.2887 4.9403 -0.1 -0.3 -0.2 -0.335
C -0.2018 4.1039 5.4895 0.4 0.2 -0.2 -0.424
C -0.2352 2.9361 4.7292 0.0 0.3 -0.1 -0.357
H 1.1015 4.1254 1.8296 -0.2 -0.2 0.2 0.397
H 1.1309 6.2222 3.1752 -0.1 -0.3 0.1 0.338
H 0.3571 6.1962 5.5431 -0.1 -0.2 -0.2 0.336
H -0.5672 4.0913 6.5134 0.1 0.0 -0.1 0.337
H -0.6256 2.0157 5.1586 0.0 0.2 -0.3 0.336
```
Positions in Å, forces in eV/Å.

Summary:
Gap between HOMO and LUMO (Eh): 0.134
Highest occupied orbital energy (Eh): 0.0397
Charge: -2

=====

Record 3
DFT (the ωB97M-V functional and the def2-TZVPD basis) results for a cluster of 2 separate species, C5H7N in total.

XYZ file:
```
13
Properties=species:S:1:pos:R:3:forces:R:3:mulliken_charge:R:1
C 1.5892 -0.0300 -0.1334 0.2 0.0 0.2 -0.957
C 0.5501 0.0299 0.8166 0.1 0.1 -0.3 0.667
C -0.3280 1.1655 0.7265 0.0 0.1 0.0 -0.704
C -1.3531 0.7320 -0.0626 0.1 0.0 0.0 -0.083
C -1.0814 -0.6452 -0.3855 -0.3 0.0 0.1 -0.787
N -0.2576 -1.1105 0.6800 0.1 -0.1 -0.1 -0.346
H 2.1444 -0.9606 -0.2668 -0.1 0.1 0.0 0.257
H 0.3293 -0.3085 -1.1049 0.0 0.0 0.1 0.282
H 2.1667 0.8650 -0.3602 -0.1 -0.1 0.0 0.290
H -0.0615 2.1879 0.9643 0.0 -0.2 0.0 0.394
H -2.1437 1.3242 -0.5080 0.1 -0.1 0.1 0.381
H -1.8319 -1.3116 -0.8077 0.1 0.1 0.1 0.326
H 0.2774 -1.9382 0.4416 -0.1 0.1 0.0 0.279
```
Positions in Å, forces in eV/Å.

Summary:
Gap between HOMO and LUMO (Eh): 0.350
Highest occupied orbital energy (Eh): -0.3160
Charge: 0

=====

Record 4
DFT (the ωB97M-V functional and the def2-TZVPD basis) results for a cluster of 2 separate species, CH3BrCl2OSi in total in a non-equilibrium geometry.

XYZ file:
```
9
Properties=species:S:1:pos:R:3:forces:R:3:lowdin_spin:R:1
C -0.3532 -0.3424 2.1698 8.6 8.6 3.5 0.765
O -1.1230 -1.1337 1.8394 -6.2 -6.5 -2.6 0.869
Si 0.2186 0.1413 -1.5533 -0.7 0.8 -1.8 0.007
Cl -0.3083 2.1022 -1.3369 0.1 0.0 0.3 0.006
Cl 2.0581 -0.1328 -0.8764 0.7 -0.3 0.5 0.014
Br 0.1217 -0.2751 -3.7495 0.4 0.1 0.1 0.000
H 0.7459 -0.5258 2.6931 -2.5 0.1 -1.2 0.174
H -0.4632 0.8413 2.0524 0.0 -2.1 0.1 0.166
H -0.8967 -0.6751 -1.2387 -0.4 -0.6 1.1 0.000
```
Positions in Å, forces in eV/Å.

Summary:
Gap between HOMO and LUMO (spin up / spin down) (Eh): 0.262 / 0.288
Multiplicity: 3
⟨S²⟩: 2.007
Highest occupied orbital energy (spin up / spin down) (Eh): -0.2434 / -0.3956
Charge: 0

=====

Record 5
DFT (the ωB97M-V functional and the def2-TZVPD basis) results for a cluster of 5 separate species, C3H14O5 in total in a non-equilibrium geometry.

XYZ file:
```
22
Properties=species:S:1:pos:R:3:forces:R:3:mulliken_charge:R:1
C 2.2461 -0.3347 0.8802 -0.4 0.9 -0.7 -0.922
C 0.9949 -0.6597 1.2177 0.3 0.4 1.5 0.684
C 0.4123 -0.0807 2.4874 -0.9 1.6 -0.3 -1.306
O 0.1620 -1.5559 0.5928 1.1 -0.6 1.3 -0.506
H 2.5036 0.6532 1.2070 0.6 0.1 1.1 0.302
H 2.9238 -0.6229 0.0919 -0.6 -0.7 -0.4 0.335
H -0.3273 0.6724 2.2392 -0.3 0.5 -0.6 0.300
H -0.2250 -0.6778 3.1265 0.5 -1.1 -0.1 0.377
H 1.0902 0.5017 3.1124 0.4 -0.5 -0.2 0.360
H 0.7828 -2.2784 0.4179 -0.6 -0.3 -0.8 0.363
O -0.9012 1.4556 -1.9797 0.1 0.4 0.2 -0.626
H -1.7584 1.0145 -1.8511 0.5 -0.2 -0.2 0.342
H -0.4630 1.0348 -2.7212 -0.2 -0.2 -0.2 0.304
O -0.0956 -1.9491 -1.8549 0.5 -0.1 -0.9 -0.612
H -0.8739 -2.0571 -1.3157 -0.3 -0.2 -0.1 0.295
H 0.2085 -1.0766 -1.5847 0.1 0.0 -0.1 0.325
O 0.6818 2.7478 0.1191 0.4 0.4 0.6 -0.638
H 0.6291 1.8783 -0.2901 -0.3 0.3 -0.4 0.348
H 0.4461 3.4226 -0.5304 -0.1 -0.6 0.0 0.298
O -2.5836 -0.6387 -1.4158 -0.2 0.0 -0.1 -0.648
H -3.5372 -0.5160 -1.4097 -0.1 -0.2 0.2 0.283
H -2.3161 -0.9334 -0.5390 -0.2 0.2 0.2 0.342
```
Positions in Å, forces in eV/Å.

Summary:
Gap between HOMO and LUMO (Eh): 0.346
SMILES: C=C(C)O.O.O.O.O
Highest occupied orbital energy (Eh): -0.3362
Charge: 0

=====

Record 6
DFT (the ωB97M-V functional and the def2-TZVPD basis) results for a cluster of 2 separate species, C5H14NO in total in a non-equilibrium geometry.

XYZ file:
```
21
Properties=species:S:1:pos:R:3:forces:R:3:mulliken_charge:R:1
C 2.6686 0.7072 -0.8328 -0.5 0.6 -0.6 -1.180
C 1.9581 -0.6400 -0.9939 0.8 0.4 -0.2 -0.217
C 1.2967 -1.0570 0.3088 -0.7 -0.6 1.0 -1.028
C -0.0358 -0.4524 0.7172 -0.3 -1.1 -1.6 -0.133
C -1.1456 -0.9858 0.1909 -0.7 0.7 2.0 -0.395
N -2.5182 -0.4929 0.6208 -0.9 -0.4 0.0 -0.278
H 1.8920 1.4868 -0.7820 0.4 0.1 0.1 0.274
H 3.3454 0.9752 -1.6618 -0.4 -0.3 0.2 0.336
H 3.2707 0.7535 0.0690 0.0 -0.1 0.2 0.332
H 2.7310 -1.3737 -1.2374 -0.2 -0.2 0.1 0.306
H 1.2613 -0.6253 -1.8460 0.1 0.0 0.4 0.290
H 1.9678 -0.8996 1.1539 0.2 0.0 -0.1 0.415
H 1.0696 -2.1212 0.3116 0.3 -0.3 -0.2 0.395
H -0.0621 0.3198 1.4597 -0.2 0.7 -0.1 0.432
H -1.3556 -1.9803 -0.1940 0.9 0.3 -0.7 0.369
H -3.1143 -0.4753 -0.2087 0.1 0.0 -0.1 0.379
H -2.6872 0.4428 1.0368 1.1 0.0 -0.2 0.329
H -2.9688 -1.1867 1.2321 0.3 0.1 0.0 0.383
H -1.8500 2.9289 0.4020 -0.1 0.1 -0.1 0.323
H -3.1813 2.4120 -0.2225 0.0 0.5 -0.2 0.327
O -2.5425 2.2639 0.4765 0.0 -0.4 0.3 -0.659
```
Positions in Å, forces in eV/Å.

Summary:
Gap between HOMO and LUMO (Eh): 0.399
Highest occupied orbital energy (Eh): -0.5238
Charge: +1

=====

In order of appearance, relative energy (zero: lowest compared OMol25 entry of this formula, charge and spin) = 2.203, 0.157, 4.100, 0.516, 1.930, 1.687 eV.